[1]
{"formula": "C14H40ClIN6O8P4", "method": "ωB97M-V with the def2-TZVPD basis set", "gap_ev": 8.390, "total_charge": 0, "species": ["O", "C", "O", "C", "I", "P", "O", "Cl", "P", "O", "O", "O", "H", "H", "H", "H", "O", "P", "N", "C", "C", "N", "C", "C", "N", "C", "C", "H", "H", "H", "H", "H", "H", "H", "H", "H", "H", "H", "H", "H", "H", "H", "H", "H", "H", "O", "P", "N", "C", "C", "N", "C", "C", "N", "C", "C", "H", "H", "H", "H", "H", "H", "H", "H", "H", "H", "H", "H", "H", "H", "H", "H", "H", "H"], "xyz": [[-2.270124, 2.087530, 3.637253], [-1.693389, 1.188622, 3.131452], [-2.219231, 0.436806, 2.088579], [-2.934207, -0.730847, 2.433766], [-3.948457, -1.314339, 0.635170], [-1.841734, -2.234469, 2.842894], [-2.409581, -2.649399, 4.344701], [0.091343, -1.549325, 3.185786], [-4.277286, -0.438464, 3.694612], [-5.107747, 0.691679, 3.281802], [-3.659481, -0.211975, 5.131447], [-5.153926, -1.773973, 3.648828], [-0.670753, 0.965877, 3.439971], [-1.763975, -3.285520, 4.685923], [-3.180449, -0.995177, 5.451161], [-5.916611, -1.597494, 4.220700], [3.240281, 0.050811, 3.842258], [3.936782, 1.045913, 2.954851], [5.584665, 0.745502, 3.353944], [6.272636, 1.254592, 4.523035], [6.079625, -0.548415, 2.899118], [3.163431, 2.473390, 3.594722], [3.824428, 3.453848, 4.431233], [1.800407, 2.263847, 4.075645], [4.414821, 1.918779, 1.573793], [5.676113, 2.593997, 1.351328], [3.363369, 2.237202, 0.609420], [7.351509, 1.184149, 4.365115], [6.015919, 0.710353, 5.442384], [6.076152, 2.312599, 4.682958], [6.378368, -0.498657, 1.843567], [5.322917, -1.333683, 2.995009], [6.948490, -0.865491, 3.472350], [4.138117, 3.033725, 5.396879], [3.140740, 4.278516, 4.641654], [4.683136, 3.909015, 3.933810], [1.771150, 1.859932, 5.096424], [1.267947, 1.573771, 3.425648], [1.254420, 3.210016, 4.057947], [5.963664, 3.236324, 2.185395], [5.599230, 3.227142, 0.466726], [6.493441, 1.894061, 1.166469], [2.933351, 3.226693, 0.801609], [2.557070, 1.504133, 0.663061], [3.742671, 2.209981, -0.413676], [-3.165056, -1.372545, -2.692148], [-2.959502, -1.035392, -4.139417], [-4.374809, -1.690023, -4.863670], [-4.571580, -3.079298, -5.225730], [-5.604716, -1.002213, -4.486807], [-1.458283, -1.886545, -4.371266], [-1.318473, -3.090740, -5.164206], [-0.623407, -1.991167, -3.174032], [-2.667099, -0.054147, -5.491273], [-3.138642, -0.261578, -6.844374], [-1.634995, 0.969447, -5.342419], [-5.397753, -3.152580, -5.936854], [-4.794521, -3.720071, -4.361278], [-3.710177, -3.490935, -5.746198], [-5.746827, -0.101338, -5.097863], [-5.597467, -0.694037, -3.436285], [-6.475675, -1.638261, -4.630902], [-1.880346, -3.935316, -4.742598], [-0.268035, -3.385584, -5.202379], [-1.614531, -2.936601, -6.204162], [-0.926209, -2.821330, -2.522794], [-0.664284, -1.075344, -2.589361], [0.418539, -2.138688, -3.468062], [-2.955642, -1.275743, -7.204136], [-2.619747, 0.419878, -7.519192], [-4.205580, -0.053697, -6.947269], [-0.660339, 0.604779, -5.686132], [-1.533954, 1.264588, -4.297009], [-1.890127, 1.872929, -5.898934]], "forces_ev_per_a": [[-0.45, 0.23, -0.12], [0.25, 0.68, 0.49], [0.06, -0.18, 0.35], [0.00, -0.46, 0.87], [0.30, 0.03, -0.09], [0.05, -1.32, -1.37], [0.53, 0.71, 0.16], [-0.28, 0.40, 0.31], [-1.44, 1.55, -1.46], [0.23, 0.32, 0.29], [0.38, -0.67, 0.17], [0.76, -0.40, 0.75], [0.08, -0.53, -0.40], [-0.29, -0.13, 0.21], [0.03, 0.03, 0.00], [-0.17, -0.21, -0.19], [-0.94, -1.39, -2.88], [2.92, 3.56, 4.06], [0.35, 0.38, -0.01], [-0.22, 0.03, 0.22], [-0.36, -0.08, -0.44], [-0.84, -0.02, 0.08], [0.33, 0.17, -0.24], [0.06, -0.20, 0.25], [-1.72, -1.92, -1.63], [0.66, -0.48, 0.08], [-0.09, 0.23, 0.16], [-0.01, -0.14, -0.01], [0.06, 0.06, 0.04], [-0.13, -0.05, -0.02], [0.01, -0.05, 0.02], [0.04, -0.02, 0.07], [0.01, 0.14, 0.09], [0.01, 0.10, 0.01], [-0.11, -0.06, -0.05], [0.11, -0.16, 0.03], [-0.09, -0.04, -0.02], [0.09, -0.06, 0.03], [0.12, 0.08, 0.00], [-0.04, -0.05, 0.05], [-0.26, -0.04, -0.01], [0.03, 0.03, 0.06], [0.01, 0.00, -0.03], [-0.03, 0.02, 0.05], [0.05, -0.04, 0.02], [-0.14, 3.12, 0.36], [0.06, -5.13, -2.66], [0.10, -0.16, -0.48], [0.16, -0.16, 0.17], [0.21, 0.51, 0.13], [0.52, 0.07, 0.55], [-0.09, 0.10, -0.41], [-0.22, -0.12, 0.21], [0.00, 2.26, 1.87], [-0.75, -0.12, -0.08], [0.20, -0.18, -0.03], [-0.09, 0.06, 0.10], [-0.01, -0.06, -0.06], [0.03, 0.06, 0.11], [-0.05, -0.01, 0.04], [-0.04, -0.06, 0.01], [0.09, -0.13, -0.07], [0.07, -0.05, -0.07], [0.04, 0.09, 0.09], [-0.19, 0.00, 0.05], [0.04, 0.05, 0.06], [-0.07, -0.03, 0.05], [-0.04, -0.06, -0.15], [0.00, -0.02, 0.08], [0.15, 0.07, 0.19], [0.00, -0.07, -0.02], [-0.01, 0.02, -0.01], [0.03, -0.05, 0.02], [-0.07, -0.02, 0.00]], "lowdin_charge": [0.1451, -0.3508, -0.1959, -1.0792, 1.0208, 0.5354, -0.3826, 0.2610, 0.3120, -0.2627, -0.1007, -0.1714, 0.0736, 0.0531, 0.0741, 0.0979, -0.3018, 0.7044, -0.3452, -0.1232, -0.1266, -0.3072, -0.1376, -0.1501, -0.3271, -0.1038, -0.1242, 0.0821, 0.0881, 0.0483, 0.0722, 0.0697, 0.0790, 0.0811, 0.0807, 0.0664, 0.0893, 0.0349, 0.0876, 0.0691, 0.0846, 0.0759, 0.0825, 0.0737, 0.0788, -0.3511, 0.6891, -0.3386, -0.1219, -0.1221, -0.3067, -0.1417, -0.1473, -0.3259, -0.1036, -0.1239, 0.0824, 0.0886, 0.0462, 0.0720, 0.0698, 0.0802, 0.0797, 0.0791, 0.0685, 0.0831, 0.0679, 0.0788, 0.0714, 0.0841, 0.0742, 0.0817, 0.0755, 0.0791]}

[2]
{"formula": "C43H48FeN2O3P2", "method": "ωB97M-V with the def2-TZVPD basis set", "gap_ev": [5.401, 8.406], "total_charge": 0, "multiplicity": 5, "relative_energy_kj_mol": 0.0, "species": ["Fe", "C", "C", "C", "C", "C", "C", "C", "C", "C", "H", "H", "H", "H", "H", "H", "H", "H", "H", "H", "H", "H", "H", "H", "H", "P", "P", "C", "C", "C", "C", "C", "C", "C", "C", "C", "C", "C", "C", "C", "C", "C", "C", "C", "C", "C", "C", "C", "C", "C", "C", "C", "C", "H", "H", "H", "H", "H", "H", "H", "H", "H", "H", "H", "H", "H", "H", "H", "H", "H", "H", "H", "H", "H", "H", "C", "C", "C", "C", "C", "C", "O", "N", "C", "O", "N", "C", "O", "H", "H", "H", "H", "H", "H", "H", "H", "H", "H", "H"], "xyz": [[0.341215, -0.075886, 1.342881], [-1.471701, 0.960479, -5.751449], [-1.475580, -0.314163, -5.354337], [-0.638758, -1.423460, -5.931437], [0.737750, -1.039177, -6.525926], [1.623572, -0.207289, -5.642456], [1.646105, 1.122369, -5.565533], [0.783980, 2.078522, -6.337775], [-0.602079, 1.574204, -6.811163], [2.003804, 0.672744, 2.258579], [-2.196447, 1.671236, -5.329005], [-2.201854, -0.647264, -4.600672], [-1.199162, -1.948627, -6.724853], [-0.484175, -2.171511, -5.139326], [1.271169, -1.989761, -6.696858], [0.596898, -0.576798, -7.509710], [2.341219, -0.808614, -5.064125], [2.405393, 1.627479, -4.951118], [1.322188, 2.434204, -7.233821], [0.636184, 2.972167, -5.712667], [-1.140311, 2.466455, -7.174368], [-0.477745, 0.908032, -7.672112], [1.583747, 1.613928, 2.658811], [3.005585, 0.897651, 1.852911], [2.161887, -0.038704, 3.087235], [-1.152764, -0.418361, -0.227706], [1.998746, 0.210238, -0.112004], [-0.124888, -0.610870, -1.693864], [1.227002, -0.499842, -1.595335], [-2.163269, -1.930994, -0.061680], [-2.373961, -2.779680, -1.156134], [-3.110261, -3.958538, -1.000407], [-3.554205, -4.339049, 0.269415], [-3.343346, -3.494106, 1.367846], [-2.712258, -2.264847, 1.188027], [-2.345137, 0.932412, -0.549809], [-1.880030, 2.259802, -0.571406], [-2.769255, 3.306739, -0.822298], [-4.119163, 3.035668, -1.066164], [-4.586296, 1.716947, -1.043655], [-3.705994, 0.669787, -0.762463], [3.508775, -0.837530, 0.055282], [3.351688, -2.117543, 0.606780], [4.452606, -2.957436, 0.772932], [5.726162, -2.512876, 0.409512], [5.894530, -1.230414, -0.125818], [4.789028, -0.391275, -0.307657], [2.557225, 1.898140, -0.615153], [2.730747, 2.930290, 0.325560], [3.266477, 4.164024, -0.041925], [3.543718, 4.429337, -1.384134], [3.293863, 3.445322, -2.348633], [2.798081, 2.192355, -1.968521], [-0.656380, -0.791294, -2.629733], [1.918508, -0.836362, -2.372404], [-1.959151, -2.528740, -2.132944], [-3.323112, -4.578095, -1.873282], [-4.074808, -5.290331, 0.403463], [-3.674223, -3.783203, 2.366866], [-2.627685, -1.567493, 2.028739], [-0.825735, 2.466886, -0.372768], [-2.410391, 4.337014, -0.829959], [-4.808970, 3.853965, -1.280520], [-5.634488, 1.496415, -1.245349], [-4.080802, -0.352975, -0.696784], [2.364413, -2.452873, 0.935376], [4.312030, -3.958510, 1.184139], [6.586311, -3.172313, 0.535670], [6.888673, -0.883050, -0.409004], [4.927072, 0.611289, -0.719141], [2.457730, 2.790533, 1.364396], [3.458884, 4.907388, 0.734766], [3.951574, 5.400465, -1.669370], [3.492101, 3.646375, -3.402812], [2.583276, 1.451229, -2.736656], [-3.226912, -0.387804, 7.158112], [-2.758429, -0.151867, 5.727562], [-1.292317, -0.558093, 5.431179], [-0.305587, 0.133453, 6.416457], [-0.536559, 1.625003, 6.607486], [-1.100804, -2.075410, 5.562722], [-1.555532, -2.744020, 6.484363], [-0.344779, -2.726235, 4.599131], [0.106301, -2.224409, 3.372695], [0.734864, -2.938140, 2.594224], [-0.232706, -0.907872, 3.119627], [-0.947312, -0.116006, 3.983361], [-1.279391, 1.002081, 3.562871], [-3.021142, -1.424139, 7.443551], [-4.304857, -0.203681, 7.227250], [-2.734291, 0.281362, 7.873632], [-3.401725, -0.703762, 5.027194], [-2.855352, 0.911745, 5.476121], [-0.376491, -0.389600, 7.379033], [0.704533, -0.055840, 6.023433], [-1.497133, 1.837601, 7.091877], [0.253512, 2.014124, 7.254726], [-0.495481, 2.141450, 5.641747], [-0.167955, -3.712151, 4.746621]], "forces_ev_per_a": [[0.08, -0.11, 3.45], [-0.35, -0.02, 0.33], [-0.30, 0.21, -0.28], [0.27, -0.20, 0.09], [-0.07, -0.54, -0.20], [0.34, -0.06, 0.26], [0.37, -0.06, -0.12], [-0.33, 0.24, -0.06], [0.04, 0.46, -0.35], [1.16, 1.09, 1.49], [0.32, -0.48, 0.17], [0.20, 0.32, -0.23], [0.03, 0.14, 0.27], [0.03, 0.11, -0.15], [-0.20, 0.31, -0.12], [0.19, -0.20, 0.31], [-0.25, 0.50, -0.04], [-0.30, -0.42, -0.12], [-0.03, -0.08, 0.28], [-0.01, -0.18, -0.12], [0.22, -0.33, -0.07], [-0.17, 0.26, 0.23], [0.18, -0.21, 0.21], [-0.26, 0.03, 0.43], [-0.07, 0.19, -0.31], [-1.36, 0.77, -0.70], [0.53, -0.99, -1.82], [0.70, 0.13, -0.34], [-0.19, 0.08, -0.98], [-0.14, -0.19, -0.40], [-0.14, -0.17, 0.25], [0.10, 0.11, 0.18], [0.05, 0.18, 0.01], [-0.11, 0.05, -0.31], [0.24, 0.01, -0.04], [-0.28, 0.03, -0.30], [-0.30, -0.14, -0.01], [0.02, -0.25, -0.01], [0.00, -0.23, -0.07], [0.25, 0.16, 0.11], [0.09, 0.24, -0.05], [0.21, 0.28, -0.03], [-0.09, 0.08, -0.02], [0.08, 0.19, -0.15], [-0.13, 0.15, -0.12], [-0.23, -0.09, 0.03], [-0.03, -0.25, 0.14], [-0.31, 0.19, -0.11], [0.16, -0.03, -0.03], [-0.16, -0.15, -0.31], [0.06, -0.22, 0.03], [-0.12, -0.03, 0.26], [0.15, 0.18, 0.15], [0.49, -0.39, -0.02], [-0.57, 0.11, -0.43], [-0.15, -0.07, 0.24], [0.13, 0.09, 0.30], [0.17, 0.32, -0.04], [-0.01, 0.08, -0.33], [0.15, -0.30, -0.30], [-0.24, -0.03, -0.07], [-0.08, -0.30, 0.01], [0.20, -0.24, 0.08], [0.24, 0.11, 0.11], [0.11, 0.28, -0.13], [0.24, 0.07, -0.08], [0.04, 0.32, -0.08], [-0.21, 0.23, -0.02], [-0.26, -0.09, 0.08], [-0.04, -0.30, 0.11], [0.19, -0.07, -0.23], [-0.14, -0.16, -0.32], [-0.10, -0.31, 0.00], [-0.08, -0.03, 0.29], [0.15, 0.10, 0.19], [-0.07, -0.26, 0.14], [0.05, 0.04, -0.21], [-0.07, -0.14, -0.59], [0.13, -0.49, -0.13], [0.13, 0.08, -0.13], [-0.27, -0.75, 0.57], [0.48, 0.68, -0.70], [0.15, -0.03, -0.19], [-0.32, 0.94, 0.17], [-0.51, 0.62, 0.53], [-0.16, -1.38, 0.44], [0.10, 0.63, -0.67], [0.10, -0.77, 0.58], [-0.18, 0.33, 0.11], [0.16, -0.01, 0.00], [-0.05, -0.16, -0.14], [0.04, 0.12, 0.14], [0.06, -0.29, -0.11], [-0.01, 0.06, -0.18], [-0.08, 0.15, 0.22], [0.23, -0.04, -0.18], [-0.07, 0.07, -0.08], [-0.07, 0.00, 0.26], [-0.12, 0.10, 0.13]], "lowdin_charge": [0.4115, -0.1040, -0.1276, -0.1888, -0.2012, -0.1107, -0.1150, -0.1845, -0.2028, -0.2766, 0.1063, 0.0958, 0.1176, 0.1021, 0.1109, 0.0973, 0.1027, 0.0853, 0.1180, 0.1093, 0.1101, 0.0967, 0.0111, -0.0086, 0.0234, 0.9548, 0.9098, -0.2688, -0.2755, -0.3498, -0.0845, -0.0770, -0.0767, -0.0683, -0.0887, -0.3293, -0.0873, -0.0812, -0.0880, -0.0817, -0.0826, -0.3260, -0.0791, -0.0716, -0.0861, -0.0830, -0.0758, -0.3040, -0.0849, -0.0724, -0.0815, -0.0780, -0.0878, 0.0511, 0.0691, 0.0913, 0.1052, 0.1058, 0.1090, 0.1032, 0.0973, 0.1053, 0.1028, 0.1038, 0.0999, 0.0845, 0.1092, 0.1027, 0.1022, 0.1023, 0.0706, 0.1094, 0.1046, 0.1013, 0.0771, -0.0889, -0.1765, -0.2805, -0.1628, -0.0837, -0.3660, 0.0695, 0.1996, -0.5237, 0.0351, 0.0268, -0.4268, 0.0207, 0.0649, 0.0771, 0.0678, 0.1242, 0.1121, 0.1228, 0.1260, 0.0685, 0.0775, 0.0768, 0.1588]}

Number 1: maximum force 6.1 eV Å⁻¹. Number 2: maximum force 3.5 eV Å⁻¹.